Density functional theory data (ωB97M-V/def2-TZVPD) for a structure of composition C26H22IN6Re.

The geometry in XYZ format:
```
56
C26H22IN6Re ωB97M-V/def2-TZVPD
Re 0.981 -0.061 -0.374
I 2.317 0.468 -2.925
N -1.597 1.410 -0.748
N 2.510 -1.542 -0.873
N -0.325 1.477 -0.224
N -2.254 -2.328 -2.116
N -0.796 -0.777 -1.187
N 2.135 1.385 0.582
C -2.211 1.570 3.634
C -1.742 -0.235 2.120
C 3.342 3.529 1.868
C -4.105 0.846 -1.996
C 3.073 -1.290 -2.062
C -2.659 0.572 2.783
C 4.059 -2.047 -2.639
C 0.063 0.928 3.180
C 3.407 1.295 1.016
C 2.948 -2.617 -0.185
C -1.810 0.231 -1.232
C -5.481 -0.832 -3.044
C 1.449 2.560 0.791
C -3.087 -0.097 -1.840
C -5.291 0.476 -2.596
C -0.378 -0.056 2.305
C 0.599 -0.891 1.554
C 3.925 -3.451 -0.690
C 2.034 3.638 1.423
C -1.103 -2.019 -1.614
C 4.485 -3.168 -1.928
C -4.487 -1.780 -2.893
C -0.847 1.741 3.841
C -3.302 -1.395 -2.290
C 0.090 2.579 0.307
C 4.033 2.342 1.663
H -2.922 2.193 4.161
H 4.483 -1.785 -3.598
H -3.721 0.415 2.650
H 5.057 2.226 1.993
H -2.415 -3.291 -2.394
H -2.095 -1.032 1.469
H -4.632 -2.797 -3.239
H 3.820 4.362 2.370
H 0.238 -1.903 1.340
H 1.462 4.547 1.569
H -6.414 -1.110 -3.518
H -6.080 1.205 -2.722
H -0.500 2.487 4.545
H 5.255 -3.807 -2.344
H -3.947 1.856 -1.645
H 4.246 -4.306 -0.111
H 3.915 0.358 0.838
H -0.362 -2.804 -1.530
H 1.579 -0.965 2.033
H -0.560 3.446 0.369
H 1.128 1.035 3.374
H 2.491 -2.792 0.780
```

Energy above the lowest of the compared OMol25 structures with the same formula, charge and spin   0.0 kJ/mol
Spin multiplicity   2
E_LUMO (spin up / spin down)   -11.680 / -11.197 eV
Charge   +3
Total energy   -1707.5212 Eh
Highest occupied orbital energy (spin up / spin down)   -16.6 / -16.6 eV
HOMO-LUMO gap (spin up / spin down)   4.924 / 5.412 eV